ORCA calculation (ωB97M-V/def2-TZVPD) on a gas-phase ion, C4H11N2 (charge +1) in a non-equilibrium geometry.

Atoms and positions in Å:
C1 1.46 0.37 -0.05
C2 -0.85 -0.79 -0.66
C3 2.28 -0.85 0.10
C4 -0.46 1.62 -0.12
N1 0.11 0.23 -0.25
N2 -2.04 -0.72 0.21
H1 1.83 1.37 -0.37
H2 -0.45 -1.85 -0.58
H3 3.20 -0.60 0.54
H4 2.47 -1.17 -0.98
H5 1.94 -1.65 0.79
H6 -1.31 1.62 -0.91
H7 -0.82 1.88 0.85
H8 0.41 2.27 -0.26
H9 -2.63 0.13 0.00
H10 -2.22 -0.92 1.19
H11 -2.54 -1.55 -0.09

The HOMO energy (spin up / spin down) is -12.24 / -12.24 eV. As for the LUMO energy (spin up / spin down): -4.00 / -4.00 eV. The multiplicity is 1. Its HOMO-LUMO gap (spin up / spin down) is 0.30278 / 0.30273 hartree. For the total energy, the calculation gives -268.12959 Eh. As for the total charge: +1.

Mulliken atomic charge list, values in e, 6 entries: atom 1 (C): 0.3123, atom 2 (C): -0.5333, atom 3 (C): -1.2353, atom 4 (C): -1.0477, atom 5 (N): 0.2017, atom 6 (N): -0.3287